Below is a 2-piece molecular cluster, C2H6N2O2 overall, with properties calculated with ωB97M-V/def2-TZVPD.

XYZ file:
```
12
Properties=species:S:1:pos:R:3:forces:R:3
H -2.148 1.125 0.754 0.130 0.122 -0.171
H 0.093 1.112 -1.215 -1.290 0.070 0.086
H 0.648 -2.088 -0.717 0.100 0.238 0.186
H 1.934 -0.148 -0.555 -0.366 -0.212 0.724
H 0.233 -2.061 0.943 0.208 0.000 -0.041
C 1.446 -0.533 0.389 0.624 -0.238 0.166
H -0.669 2.031 0.775 -0.162 -0.229 -0.210
O 1.524 0.036 1.465 -0.198 -0.145 -0.909
C -0.970 0.844 -0.885 0.781 -0.877 0.174
O -1.619 -0.037 -1.426 0.402 0.834 0.124
N 0.867 -1.758 0.215 -0.267 0.288 -0.080
N -1.339 1.476 0.257 0.040 0.148 -0.047
```
Forces are in eV/Å.

* maximum force: 1.29 eV/Å
* HOMO: -0.375 Ha
* structure (SMILES): NC=O.NC=O
* ΔE to the lowest compared entry with this formula, charge and spin: 36.98 kJ/mol
* HOMO-LUMO gap: 0.407 hartree
* spin multiplicity: 1
* total energy: -339.8186 Ha

=====

Below is one molecule with the formula CH3BrClP, with properties calculated with ωB97M-V/def2-TZVPD.

XYZ file:
```
7
Properties=species:S:1:pos:R:3:forces:R:3
P -0.889 1.131 0.161 0.609 -3.257 0.562
Cl 0.279 1.823 1.716 -0.003 -0.125 -0.152
C -0.052 -0.956 -0.006 0.504 2.524 -1.321
Br 0.264 1.669 -1.587 0.416 0.626 -0.832
H 1.007 -0.645 -0.349 -1.775 -0.730 0.526
H -0.618 -1.474 -0.835 0.597 0.745 0.970
H 0.009 -1.549 0.899 -0.349 0.217 0.246
```
Forces are in eV/Å.

* maximum force: 3.36 eV/Å
* HOMO: -0.344 Ha
* structure (SMILES): CP(Cl)Br
* ΔE to the lowest compared entry with this formula, charge and spin: 75.53 kJ/mol
* HOMO-LUMO gap: 0.360 hartree
* spin multiplicity: 1
* total energy: -3415.4659 Ha

=====

Below is C33H23F3I2N2O2PtSSb as an isolated structure, with properties calculated with ωB97M-V/def2-TZVPD.

XYZ file:
```
68
Properties=species:S:1:pos:R:3:forces:R:3
C -1.585 -0.456 -1.341 -0.075 0.061 0.091
C 3.159 -2.373 -0.840 -0.082 -0.042 -0.003
C -0.279 -0.764 -3.776 -0.103 0.008 -0.027
C 0.600 2.798 -2.673 -0.038 -0.016 -0.064
H 5.983 -0.237 0.721 0.009 0.008 0.007
C -0.566 -5.086 2.443 0.034 0.079 -0.036
C -1.482 -4.390 1.676 0.020 -0.064 0.041
H -4.368 0.590 4.903 -0.002 0.008 0.015
C 2.833 -1.303 -0.010 -0.125 0.071 0.118
H -0.331 3.345 -2.739 -0.022 0.004 -0.003
C -0.223 -0.736 -1.369 0.125 -0.021 0.096
I 1.428 0.059 3.962 -0.158 0.086 0.192
C -4.189 3.152 -0.288 -0.115 0.029 0.021
F 6.747 -2.151 -0.821 0.008 -0.004 -0.003
C -2.806 2.961 -0.454 0.082 -0.127 0.076
C 3.847 -0.539 0.558 -0.039 0.066 0.026
C 3.046 1.476 -2.479 -0.011 0.009 -0.026
N -1.963 1.379 2.726 0.262 0.417 -0.313
Pt 0.050 1.061 2.006 -0.406 -0.990 0.066
C 0.203 -2.713 1.282 0.090 0.142 -0.018
H 0.785 2.509 -4.783 -0.009 -0.003 -0.012
C -2.305 -0.332 -2.517 0.009 -0.010 -0.070
H -1.798 -2.653 0.482 0.005 -0.004 0.006
H -5.786 1.690 3.179 -0.017 0.001 -0.002
H -4.741 3.635 -1.083 -0.015 -0.002 0.003
C -2.064 2.359 0.534 -0.481 0.069 0.297
I 0.569 1.354 6.148 0.074 -0.077 -0.070
F -0.941 -6.240 3.006 -0.001 -0.009 0.006
C 1.234 2.337 -3.814 0.009 0.021 0.027
H 2.949 1.329 -4.614 0.008 0.004 -0.011
C -2.722 1.948 1.732 0.011 0.070 -0.251
C 1.105 -3.440 2.056 0.038 0.037 -0.016
C -2.553 0.920 3.803 0.070 0.010 0.068
C 2.453 1.677 -3.717 0.012 -0.006 0.017
H 3.605 0.296 1.209 0.009 -0.006 0.006
C 4.483 -2.662 -1.123 0.084 0.026 0.016
H -1.919 0.482 4.560 0.052 -0.033 0.032
H 2.382 -2.997 -1.267 -0.003 -0.006 -0.005
H 2.883 1.846 -0.361 0.005 0.003 0.003
C 5.178 -0.818 0.292 0.042 -0.054 -0.042
C 0.726 -4.635 2.644 -0.073 -0.061 0.009
Sb 0.820 -0.861 0.460 0.172 0.183 -0.241
H 4.005 0.979 -2.403 0.005 -0.009 -0.001
F -2.318 -0.359 -4.859 0.000 -0.002 -0.015
C 5.469 -1.875 -0.551 -0.079 0.015 0.008
H 0.204 -0.869 -4.737 0.007 -0.004 -0.013
H 2.123 -3.091 2.191 0.008 0.000 0.001
C -4.842 2.726 0.834 -0.023 0.008 -0.053
H 4.762 -3.484 -1.767 0.002 -0.012 -0.007
C 1.198 2.585 -1.439 -0.059 0.008 0.100
H 1.412 -5.220 3.241 0.009 -0.007 0.010
N -0.701 2.073 0.456 0.533 -0.055 -0.044
H -5.912 2.848 0.937 -0.013 0.013 0.008
H 1.490 -1.075 -2.631 0.008 0.001 0.005
C -4.715 1.599 3.048 0.063 -0.047 0.070
C -1.088 -3.195 1.096 -0.056 0.055 -0.051
C -3.941 0.997 3.999 -0.081 0.038 -0.017
H -2.101 -0.307 -0.398 0.003 0.000 -0.005
C -1.633 -0.490 -3.716 0.056 -0.011 0.067
H -2.330 3.291 -1.364 0.041 -0.006 -0.001
C 0.426 -0.882 -2.589 0.051 -0.064 0.030
C 2.418 1.939 -1.331 0.043 0.002 0.035
C -4.117 2.101 1.871 0.129 0.007 -0.041
H -3.363 -0.113 -2.517 -0.014 0.007 0.000
S 0.423 3.212 0.021 -0.082 -0.101 0.043
H -2.477 -4.790 1.536 -0.013 -0.004 0.001
O -0.248 4.427 -0.319 0.028 0.045 0.035
O 1.412 3.157 1.076 -0.024 0.248 -0.193
```
Forces are in eV/Å.

* maximum force: 1.07 eV/Å
* HOMO: -0.394 Ha
* ΔE to the lowest compared entry with this formula, charge and spin: 0.00 kJ/mol
* HOMO-LUMO gap: 0.209 hartree
* charge: +1
* spin multiplicity: 1
* total energy: -3183.8526 Ha

=====

Below is an isolated ion of composition C6H8F3N2 and charge +1, with properties calculated with ωB97M-V/def2-TZVPD.

XYZ file:
```
19
Properties=species:S:1:pos:R:3:forces:R:3
H 1.506 -2.598 -0.303 0.061 -1.146 0.147
H 3.093 -0.636 -0.988 1.067 -1.923 -1.822
F -3.022 -0.207 -1.345 0.895 -0.950 0.728
H -3.873 1.567 0.515 -2.027 0.045 -0.396
C 0.158 0.267 -0.221 0.093 -1.412 0.573
N 1.232 -0.543 -0.234 -0.859 1.528 -0.090
N -0.941 -0.429 -0.016 -3.460 -1.902 -0.459
C -2.577 -0.064 -0.084 0.670 2.665 0.341
H 3.247 -0.185 0.555 -0.344 0.293 1.321
H -2.373 2.018 -0.271 0.740 1.871 -2.058
C -0.593 -1.795 -0.006 1.869 0.050 -0.409
H 2.728 0.844 -0.766 -0.372 3.252 -0.682
C 2.620 -0.046 -0.294 -0.834 -2.445 0.587
H -1.149 -2.695 0.086 -1.291 0.172 0.117
C -2.870 1.370 0.340 3.165 -1.302 4.157
H -2.388 1.634 1.400 -0.827 -1.066 -2.050
C 0.744 -1.878 -0.186 0.366 2.608 0.381
F -3.160 -0.889 0.748 0.358 -1.133 -0.343
F 0.106 1.538 -0.345 0.731 0.795 -0.043
```
Forces are in eV/Å.

* maximum force: 5.38 eV/Å
* HOMO: -0.532 Ha
* structure (SMILES): C[n+]1ccn(C(C)(F)F)c1F
* ΔE to the lowest compared entry with this formula, charge and spin: 240.41 kJ/mol
* HOMO-LUMO gap: 0.429 hartree
* charge: +1
* spin multiplicity: 1
* total energy: -642.2428 Ha

=====

- Which value of total energy does entry 1 give?
  -339.8186 Ha

=====

Repeat the first record exactly.
Below is a 2-piece molecular cluster, C2H6N2O2 overall, with properties calculated with ωB97M-V/def2-TZVPD.

XYZ file:
```
12
Properties=species:S:1:pos:R:3:forces:R:3
H -2.148 1.125 0.754 0.130 0.122 -0.171
H 0.093 1.112 -1.215 -1.290 0.070 0.086
H 0.648 -2.088 -0.717 0.100 0.238 0.186
H 1.934 -0.148 -0.555 -0.366 -0.212 0.724
H 0.233 -2.061 0.943 0.208 0.000 -0.041
C 1.446 -0.533 0.389 0.624 -0.238 0.166
H -0.669 2.031 0.775 -0.162 -0.229 -0.210
O 1.524 0.036 1.465 -0.198 -0.145 -0.909
C -0.970 0.844 -0.885 0.781 -0.877 0.174
O -1.619 -0.037 -1.426 0.402 0.834 0.124
N 0.867 -1.758 0.215 -0.267 0.288 -0.080
N -1.339 1.476 0.257 0.040 0.148 -0.047
```
Forces are in eV/Å.

* maximum force: 1.29 eV/Å
* HOMO: -0.375 Ha
* structure (SMILES): NC=O.NC=O
* ΔE to the lowest compared entry with this formula, charge and spin: 36.98 kJ/mol
* HOMO-LUMO gap: 0.407 hartree
* spin multiplicity: 1
* total energy: -339.8186 Ha

=====

- Among the records above, which one has the highest total energy?
  C2H6N2O2